{
  "formula": "C51H60Ge2HfN2S2Sb2",
  "method": "ωB97M-V with the def2-TZVPD basis set",
  "homo_energy_ha": -0.63447,
  "homo_lumo_gap_ev": 5.93,
  "relative_energy_kj_mol": 64.5,
  "total_charge": 4,
  "species": ["Hf", "C", "C", "C", "Sb", "C", "C", "C", "C", "C", "C", "C", "C", "C", "C", "C", "C", "Sb", "C", "C", "C", "C", "C", "C", "C", "C", "C", "C", "C", "C", "H", "H", "H", "H", "H", "H", "H", "H", "H", "H", "H", "H", "H", "H", "H", "H", "H", "H", "H", "H", "H", "H", "H", "H", "H", "H", "C", "C", "Ge", "C", "C", "C", "C", "Ge", "C", "C", "C", "C", "C", "C", "C", "C", "C", "C", "H", "H", "H", "H", "H", "H", "H", "H", "H", "H", "H", "H", "H", "H", "H", "H", "H", "H", "H", "H", "H", "H", "H", "H", "H", "H", "C", "C", "N", "C", "C", "S", "C", "C", "S", "C", "N", "C", "H", "H", "H", "H", "H", "H", "H", "H"],
  "coordinates": [[0.071, 0.913, -0.918], [3.513, 1.141, -1.057], [3.597, 0.242, 0.176], [2.229, -0.074, 0.791], [0.739, -1.711, 0.543], [0.946, -3.109, -1.026], [0.322, -2.887, -2.257], [0.335, -3.861, -3.243], [0.944, -5.085, -2.992], [1.527, -5.335, -1.759], [1.529, -4.355, -0.775], [1.411, -2.945, 2.102], [2.659, -2.766, 2.688], [3.088, -3.675, 3.648], [2.275, -4.738, 4.018], [1.029, -4.908, 3.428], [0.588, -4.009, 2.466], [2.429, 0.066, -2.587], [3.979, -1.293, -2.987], [3.980, -2.627, -2.604], [5.114, -3.393, -2.846], [6.221, -2.829, -3.464], [6.206, -1.494, -3.850], [5.082, -0.714, -3.616], [2.435, 1.317, -4.275], [2.511, 0.745, -5.544], [2.474, 1.563, -6.667], [2.360, 2.939, -6.525], [2.287, 3.509, -5.259], [2.319, 2.700, -4.131], [4.496, 1.351, -1.479], [3.052, 2.101, -0.807], [4.212, 0.735, 0.935], [4.112, -0.690, -0.071], [1.592, 0.846, 0.809], [2.306, -0.238, 1.872], [-0.217, -1.968, -2.453], [-0.150, -3.686, -4.194], [0.945, -5.852, -3.755], [1.980, -6.297, -1.561], [1.993, -4.561, 0.181], [3.325, -1.963, 2.397], [4.064, -3.556, 4.100], [2.617, -5.442, 4.766], [0.400, -5.740, 3.713], [-0.383, -4.154, 2.007], [3.116, -3.076, -2.141], [5.126, -4.435, -2.558], [7.098, -3.433, -3.655], [7.066, -1.058, -4.340], [5.077, 0.322, -3.935], [2.627, -0.327, -5.667], [2.550, 1.124, -7.653], [2.350, 3.571, -7.403], [2.237, 4.585, -5.155], [2.307, 3.157, -3.147], [-5.139, 1.307, -1.240], [-3.677, 1.718, -1.032], [-2.589, 0.302, -0.169], [-3.003, -1.461, -0.986], [-4.269, -2.143, -0.451], [-3.427, 0.152, 1.600], [-3.284, 0.533, 2.868], [-1.898, 1.527, 3.734], [-2.093, 3.383, 4.173], [-1.775, 3.643, 5.655], [-0.222, 0.634, 4.086], [-0.352, -0.490, 5.131], [-4.253, 0.346, 3.972], [-3.764, 0.524, 5.264], [-4.572, 0.454, 6.389], [-5.918, 0.170, 6.208], [-6.428, -0.025, 4.927], [-5.608, 0.069, 3.814], [-5.722, 2.146, -1.620], [-5.608, 0.988, -0.309], [-5.230, 0.491, -1.958], [-3.620, 2.603, -0.392], [-3.230, 1.999, -1.989], [-2.155, -2.133, -0.853], [-3.106, -1.301, -2.063], [-4.158, -2.435, 0.593], [-4.464, -3.052, -1.020], [-5.152, -1.511, -0.537], [-4.366, -0.375, 1.415], [-3.105, 3.689, 3.908], [-1.403, 3.932, 3.522], [-2.495, 3.151, 6.307], [-1.831, 4.711, 5.859], [-0.775, 3.306, 5.932], [0.530, 1.368, 4.383], [0.073, 0.199, 3.122], [-0.612, -0.097, 6.113], [0.599, -1.011, 5.231], [-1.108, -1.224, 4.845], [-2.680, 0.646, 5.465], [-4.163, 0.588, 7.380], [-6.572, 0.098, 7.067], [-7.480, -0.239, 4.798], [-6.035, -0.049, 2.826], [-1.398, 0.153, -4.226], [-1.267, 1.573, -3.809], [-0.642, 1.965, -2.699], [-0.595, 3.350, -2.592], [-1.233, 3.993, -3.593], [-1.845, 2.863, -4.721], [0.118, 3.920, -1.459], [0.497, 5.204, -1.295], [1.294, 5.400, 0.199], [1.115, 3.761, 0.559], [0.492, 3.074, -0.406], [1.605, 3.223, 1.864], [-1.681, -0.470, -3.375], [-0.446, -0.201, -4.630], [-2.158, 0.033, -4.996], [-1.364, 5.055, -3.734], [0.347, 6.035, -1.967], [1.290, 3.878, 2.676], [2.696, 3.191, 1.887], [1.218, 2.227, 2.066]],
  "forces_ev_per_a": [[0.1, -0.2, 0.7], [-0.1, 0.0, 0.1], [0.0, 0.0, -0.1], [-0.1, 0.0, -0.1], [0.1, 0.1, -0.8], [0.0, -0.2, -0.1], [0.0, -0.1, 0.1], [0.0, 0.0, 0.0], [0.0, 0.0, -0.1], [0.0, 0.0, 0.0], [0.0, 0.2, 0.0], [-0.3, 0.1, 0.4], [0.0, -0.1, 0.0], [0.0, 0.0, 0.0], [0.0, 0.0, 0.0], [0.0, 0.0, 0.0], [0.0, 0.0, 0.1], [-0.1, 0.0, 0.1], [-0.1, 0.0, -0.1], [0.0, 0.0, -0.1], [0.0, 0.0, 0.0], [0.0, 0.0, 0.0], [0.0, 0.0, 0.0], [0.1, -0.1, 0.0], [-0.1, 0.1, 0.0], [0.0, 0.1, 0.0], [0.0, 0.0, 0.0], [0.0, 0.0, 0.0], [0.0, 0.0, 0.0], [0.1, 0.0, -0.1], [0.0, 0.0, 0.0], [0.0, 0.0, 0.0], [0.0, 0.0, 0.0], [0.0, 0.0, 0.0], [0.2, 0.2, -0.1], [0.1, 0.0, 0.0], [0.0, 0.2, 0.0], [0.0, 0.0, 0.0], [0.0, 0.0, 0.0], [0.0, 0.0, 0.0], [0.0, 0.0, 0.0], [0.0, 0.0, 0.0], [0.0, 0.0, 0.0], [0.0, 0.0, 0.0], [0.0, 0.0, 0.0], [0.0, 0.0, 0.0], [0.0, 0.0, 0.0], [0.0, 0.0, 0.0], [0.0, 0.0, 0.0], [0.0, 0.0, 0.0], [0.0, 0.0, 0.0], [0.0, 0.0, 0.0], [0.0, 0.0, 0.0], [0.0, 0.0, 0.0], [0.0, 0.0, 0.0], [0.0, 0.0, 0.0], [0.0, 0.0, 0.0], [0.0, 0.0, 0.0], [0.1, 0.1, -0.1], [0.0, 0.0, -0.1], [0.1, 0.0, 0.0], [-0.1, -0.1, 0.0], [0.0, 0.0, -0.1], [-0.1, 0.0, 0.1], [0.0, 0.1, 0.0], [0.0, 0.1, 0.0], [0.1, 0.0, 0.1], [0.1, 0.0, -0.1], [-0.1, -0.1, -0.1], [0.0, 0.1, 0.2], [-0.1, 0.0, 0.0], [0.1, 0.0, 0.0], [0.0, 0.0, 0.0], [-0.1, 0.1, 0.0], [0.0, 0.0, 0.0], [0.0, 0.0, 0.0], [0.0, 0.0, 0.0], [0.0, 0.0, 0.0], [0.0, 0.0, 0.0], [0.1, 0.0, 0.0], [0.0, 0.0, 0.0], [0.0, 0.0, 0.0], [0.0, 0.0, 0.0], [0.0, 0.0, 0.0], [0.0, 0.0, 0.0], [0.0, 0.0, 0.0], [0.0, 0.1, 0.0], [0.0, 0.0, 0.0], [0.0, 0.0, 0.0], [0.0, 0.0, 0.0], [0.0, 0.0, 0.0], [0.1, 0.0, 0.0], [0.0, 0.0, 0.0], [0.0, 0.0, 0.0], [0.0, 0.0, 0.0], [0.1, -0.1, 0.0], [0.0, 0.0, 0.0], [0.0, 0.0, 0.0], [0.0, 0.0, 0.0], [0.0, 0.0, 0.0], [0.0, 0.0, 0.0], [0.1, 0.0, 0.0], [0.2, -0.2, 0.2], [-0.2, 0.0, -0.1], [0.0, 0.0, -0.1], [0.0, 0.1, 0.0], [0.1, 0.0, 0.1], [0.0, 0.1, 0.0], [0.0, 0.1, 0.0], [-0.1, 0.0, 0.0], [-0.1, -0.3, 0.0], [0.0, 0.0, 0.0], [0.0, 0.0, 0.0], [0.0, 0.0, 0.0], [0.0, 0.0, 0.0], [0.0, 0.0, 0.0], [0.0, 0.0, 0.0], [0.0, 0.0, 0.0], [0.0, -0.1, 0.0], [0.0, 0.1, 0.0]]
}